{"formula": "C20H31N3OsP", "method": "wB97M-V/def2-TZVPD", "symbols": ["C", "C", "C", "C", "H", "H", "H", "H", "H", "H", "H", "H", "H", "C", "C", "C", "H", "C", "C", "H", "H", "H", "H", "C", "C", "C", "H", "C", "C", "H", "H", "H", "H", "Os", "C", "N", "C", "N", "C", "N", "C", "P", "C", "C", "H", "H", "H", "H", "H", "H", "H", "H", "H", "H", "H", "H"], "coordinates": [[0.0867, 2.9220, -1.7488], [-0.3579, 2.4213, -3.1193], [-0.5304, 4.2987, -1.5250], [1.5983, 3.1156, -1.8414], [0.0765, 5.0846, -2.0018], [-0.5986, 4.5591, -0.4686], [-1.5342, 4.3910, -1.9376], [-0.2402, 3.2099, -3.8794], [-1.4011, 2.1130, -3.1536], [0.2438, 1.5774, -3.4567], [1.8729, 3.5033, -2.8348], [2.1521, 2.1893, -1.7044], [1.9788, 3.8366, -1.1206], [-2.7392, 0.5542, 0.8966], [-2.9545, 1.8746, 0.4379], [-2.8364, 1.8717, -0.9629], [-3.1789, 2.7311, 1.0512], [-2.5277, 0.5616, -1.3754], [-2.4786, -0.2633, -0.2215], [-2.3257, -1.3282, -0.2052], [-2.7801, 0.2285, 1.9218], [-2.9592, 2.7227, -1.6055], [-2.3867, 0.2419, -2.3919], [1.1862, 0.6758, 1.7488], [0.0360, 1.0900, 2.4456], [-0.1479, 2.4698, 2.2063], [-0.5869, 0.4655, 3.0630], [0.8892, 2.9093, 1.3613], [1.7099, 1.7999, 1.0654], [2.5827, 1.8052, 0.4386], [1.6052, -0.3144, 1.7655], [-0.9415, 3.0806, 2.6036], [1.0271, 3.9132, 1.0055], [-0.5235, 1.3204, -0.0138], [0.4555, -4.7250, 1.4253], [-0.2240, -4.2755, 0.2227], [0.7409, -3.9716, -0.8630], [1.8037, -3.0213, -0.4339], [2.4390, -3.5201, 0.7877], [1.4297, -3.7207, 1.8215], [0.7719, -2.4552, 2.1215], [-0.1998, -1.4898, 0.7233], [-1.1103, -3.1382, 0.4792], [1.3568, -1.6118, -0.2763], [0.9585, -5.6965, 1.2508], [-0.2735, -4.9020, 2.2562], [0.2059, -3.5905, -1.7583], [1.2148, -4.9293, -1.1722], [3.2208, -2.8121, 1.1390], [2.9572, -4.4821, 0.5787], [0.0103, -2.6348, 2.9152], [1.5025, -1.9292, 2.7604], [-1.7426, -3.1639, -0.4287], [-1.8049, -3.3284, 1.3314], [2.2208, -0.9667, -0.0368], [1.0506, -1.2673, -1.2864]], "lowdin_charge": [-0.4859, -0.1200, -0.1054, -0.1279, 0.1010, 0.0642, 0.0710, 0.1029, 0.0451, 0.0833, 0.0996, 0.0628, 0.0745, -0.1904, -0.1515, -0.1513, 0.1156, -0.1398, -0.2474, 0.0328, 0.1120, 0.1050, 0.1134, -0.2488, -0.1938, -0.1536, 0.1100, -0.1488, -0.1369, 0.1084, 0.0367, 0.1160, 0.1075, 1.3811, -0.1858, -0.1589, -0.1453, -0.1521, -0.1773, -0.1461, -0.2978, 1.0525, -0.3061, -0.3389, 0.1386, 0.1415, 0.1351, 0.1384, 0.1383, 0.1395, 0.0985, 0.1005, 0.0904, 0.1178, 0.0973, 0.0783], "s_squared": 6.084, "multiplicity": 5, "charge": 1, "max_force_ev_per_a": 3.521, "lumo_energy_ev": [-4.10, -4.88]}